Record 1
The following is a DFT calculation (ωB97M-V/def2-TZVPD) of an isolated molecule of C5H8N2O at a distorted geometry.

For the largest force on an atom, the calculation gives 3.52 eV/Å. Its SMILES is CC(=O)N1[C@H]2CCN21. The HOMO-LUMO gap comes out at 10.86 eV. As for the spin multiplicity: 1. The calculation puts the total energy at -10338.781 eV.

Each line ends with the Löwdin charge.
Cartesian coordinates (Å):
C  1.7117  -0.2372  0.0734  -0.4650
C  -1.8662  -1.1596  0.2541  -0.0776
C  -1.8272  0.3879  0.2657  -0.1279
C  -0.4921  -1.0565  -0.3771  -0.2730
C  2.1551  1.2793  -0.1425  -0.0005
N  0.3780  -0.2724  0.3395  0.0014
N  -0.5904  0.4119  -0.5783  0.0561
O  2.3520  -1.2565  0.2451  0.0820
H  -2.0109  -1.6208  1.1870  0.0882
H  -2.6099  -1.4123  -0.5145  0.1147
H  -2.4408  1.0024  -0.2815  0.0856
H  -1.4583  0.6306  1.2480  0.1099
H  -0.1005  -1.7720  -1.1969  0.1802
H  2.0856  1.8465  0.8556  0.1020
H  1.5079  1.7864  -0.8178  0.0324
H  3.2060  1.4424  -0.5598  0.0916

Record 2
The following is a DFT calculation (ωB97M-V/def2-TZVPD) of an isolated molecule of C5H8N2O at a distorted geometry.

For the largest force on an atom, the calculation gives 12.14 eV/Å. Its SMILES is C1=C\O/C=N\NCC/1. The HOMO-LUMO gap comes out at 9.10 eV. As for the spin multiplicity: 1. The calculation puts the total energy at -10335.658 eV.

Each line ends with the Löwdin charge.
Cartesian coordinates (Å):
C  -1.1103  0.1196  0.2010  -0.2444
C  -0.8487  1.0520  -0.9976  -0.2209
C  0.4400  0.4673  -1.5575  -0.1298
C  1.3101  -0.3673  -0.9985  -0.0630
C  0.9882  -1.3508  1.4661  -0.3188
H  -2.3313  0.1436  0.3753  0.1511
H  -0.9303  -0.8775  -0.4328  0.1522
H  -1.7939  0.9171  -1.5294  0.0925
H  -0.8851  2.1371  -0.3665  0.1703
H  0.9040  0.8548  -2.6745  0.1689
H  2.1608  -0.6745  -1.5224  0.0862
H  1.8474  -1.7020  2.0715  0.1391
H  -0.9022  0.8446  2.3632  0.1858
N  0.4040  -0.5218  1.9799  -0.0384
N  -0.4212  0.3335  1.5106  -0.0410
O  1.1682  -1.3758  0.1118  -0.0898

Record 3
The following is a DFT calculation (ωB97M-V/def2-TZVPD) of a structure of composition C5H8N2O at a distorted geometry.

For the largest force on an atom, the calculation gives 6.70 eV/Å. The HOMO-LUMO gap comes out at 9.28 eV. As for the spin multiplicity: 1. The calculation puts the total energy at -10336.407 eV.

Each line ends with the Löwdin charge.
Cartesian coordinates (Å):
C  0.6211  0.9243  -0.0870  -0.1605
C  -0.1545  0.6308  1.3711  -0.0791
C  -1.0495  -0.0147  0.4921  -0.3412
C  -0.8768  1.1788  -0.5246  -0.0468
C  -0.3077  -1.1143  -0.1049  -0.4169
H  2.5208  -0.5151  -1.5134  0.2315
H  1.5614  1.5261  -0.2811  0.1526
H  -0.6008  1.6359  1.7139  0.1349
H  0.2427  0.0570  2.1743  0.0991
H  -1.9823  -0.5190  0.6274  0.1459
H  -1.1296  0.5974  -1.4262  0.1061
H  -1.7087  1.9912  -0.1351  0.1744
H  0.4654  -2.7828  -0.7523  0.1150
N  0.7775  -0.3563  -0.7429  -0.2301
N  -0.3413  -2.3116  -0.2031  0.1802
O  1.9623  -0.9278  -0.6081  -0.0649

What did the third record say?
The following is a DFT calculation (ωB97M-V/def2-TZVPD) of a structure of composition C5H8N2O at a distorted geometry.

For the largest force on an atom, the calculation gives 6.70 eV/Å. The HOMO-LUMO gap comes out at 9.28 eV. As for the spin multiplicity: 1. The calculation puts the total energy at -10336.407 eV.

Each line ends with the Löwdin charge.
Cartesian coordinates (Å):
C  0.6211  0.9243  -0.0870  -0.1605
C  -0.1545  0.6308  1.3711  -0.0791
C  -1.0495  -0.0147  0.4921  -0.3412
C  -0.8768  1.1788  -0.5246  -0.0468
C  -0.3077  -1.1143  -0.1049  -0.4169
H  2.5208  -0.5151  -1.5134  0.2315
H  1.5614  1.5261  -0.2811  0.1526
H  -0.6008  1.6359  1.7139  0.1349
H  0.2427  0.0570  2.1743  0.0991
H  -1.9823  -0.5190  0.6274  0.1459
H  -1.1296  0.5974  -1.4262  0.1061
H  -1.7087  1.9912  -0.1351  0.1744
H  0.4654  -2.7828  -0.7523  0.1150
N  0.7775  -0.3563  -0.7429  -0.2301
N  -0.3413  -2.3116  -0.2031  0.1802
O  1.9623  -0.9278  -0.6081  -0.0649